{
  "formula": "CLuNO5S2",
  "method": "the ωB97M-V functional and the def2-TZVPD basis",
  "symbols": ["O", "C", "O", "Lu", "N", "S", "O", "S", "O", "O"],
  "positions_angstrom": [[-2.2521, -0.4320, 1.2209], [-2.3264, 0.6181, 0.4924], [-3.2779, 1.3518, 0.2984], [-0.0639, -0.8046, 0.9611], [1.8033, -0.5901, -0.6475], [2.8402, -0.5705, 0.6530], [1.7850, -0.8862, 1.8248], [1.6344, 0.5506, -1.7665], [-0.9261, 0.8006, -0.1836], [0.7836, -0.0376, -2.8530]],
  "forces_ev_per_a": [[1.0359, -1.3876, 1.1237], [0.7513, 1.7775, -2.0181], [2.2181, -1.1056, 0.0879], [-3.2543, 1.8775, -2.1689], [-1.2472, 0.6773, -0.7205], [0.8791, 0.6944, 0.3899], [0.7844, -0.1228, 0.1937], [-1.4952, -2.9204, -1.3982], [-1.4981, -1.1612, 2.1780], [1.8261, 1.6709, 2.3326]],
  "nbo_charge": [-0.905, 0.976, -0.608, 2.334, -1.129, 0.834, -1.110, 1.432, -1.062, -0.763],
  "lumo_ev": [-2.33, -2.58],
  "gap_ev": [6.892, 6.437],
  "homo_energy_ev": [-9.226, -9.019]
}